Record 1
Below is C21H26Cl2N2O5SSi2Te4W as an isolated structure, with properties calculated with wB97M-V/def2-TZVPD.

LUMO energy (spin up / spin down) in eV: 3.654 / 3.549
Charge: -2
E_HOMO (spin up / spin down) in Eh: -0.041 / -0.042

Each line ends with the Löwdin charge.
CARTESIAN COORDINATES (ANGSTROEM)
W -0.614 1.776 -0.126  1.209
Cl -0.016 1.261 -4.982  0.711
C 1.221 1.404 -3.779  -0.581
C 2.525 1.722 -4.180  -0.123
C 3.520 1.851 -3.258  -0.602
Cl 5.131 2.281 -3.770  0.653
C 3.252 1.651 -1.886  -0.167
C 4.191 1.763 -0.834  -0.010
C 3.777 1.625 0.464  -0.031
C 2.428 1.364 0.747  -0.112
N 1.534 1.170 -0.205  0.008
C 1.948 1.325 -1.490  -0.158
C 0.887 1.221 -2.452  -0.402
O -0.321 0.993 -2.008  -0.296
H 2.727 1.884 -5.230  0.101
H 5.219 2.009 -1.063  0.091
H 4.464 1.752 1.288  0.108
H 2.075 1.312 1.767  0.113
Te -2.757 3.610 0.536  0.125
Te -5.075 4.693 1.451  -0.289
Te -5.579 1.490 -2.163  -0.269
Te -3.374 1.175 -0.610  0.164
O 0.060 5.488 0.443  -0.326
S 0.693 4.249 0.088  0.275
O 2.123 4.303 -0.130  -0.304
O 0.021 3.583 -1.099  -0.485
O 0.374 3.165 1.145  -0.526
C 2.168 -1.980 -0.345  -0.171
Si 0.298 -2.009 -0.685  0.494
C -0.006 -3.870 -0.448  -0.211
C 0.005 -1.842 -2.545  -0.170
C -0.822 -0.860 0.295  -0.384
C -0.371 -0.318 1.564  -0.478
C 0.557 -0.850 2.479  -0.054
C 0.719 -0.232 3.701  -0.079
C -0.017 0.914 4.014  -0.070
C -0.857 1.432 3.050  -0.142
N -1.031 0.840 1.861  -0.103
Si -2.436 -1.742 0.843  0.413
C -3.413 -2.319 -0.667  -0.210
C -3.549 -0.851 2.094  -0.230
C -2.035 -3.298 1.872  -0.191
H 2.656 -2.322 -1.263  0.033
H 2.407 -2.704 0.439  0.021
H 2.616 -1.030 -0.065  -0.001
H 0.698 -4.370 -1.122  0.028
H -1.015 -4.177 -0.731  0.020
H 0.193 -4.222 0.565  0.018
H 0.857 -1.394 -3.062  0.024
H -0.867 -1.229 -2.769  0.026
H -0.147 -2.839 -2.967  0.029
H 1.103 -1.746 2.218  0.100
H 1.417 -0.639 4.424  0.101
H 0.080 1.408 4.970  0.095
H -1.427 2.342 3.202  0.096
H -2.866 -2.127 -1.593  0.020
H -4.365 -1.788 -0.745  0.000
H -3.623 -3.392 -0.616  0.024
H -3.410 0.222 2.171  -0.024
H -3.412 -1.290 3.087  0.023
H -4.586 -1.013 1.785  0.036
H -1.820 -4.189 1.287  -0.004
H -2.927 -3.500 2.473  0.022
H -1.206 -3.133 2.566  0.024



Record 2
Below is C2H2INO2 as an isolated structure, with properties calculated with wB97M-V/def2-TZVPD.

LUMO energy in eV: -2.772
Charge: 0
E_HOMO in Eh: -0.371

Each line ends with the Löwdin charge.
CARTESIAN COORDINATES (ANGSTROEM)
C -0.528 0.134 1.115  0.027
C -1.387 0.808 0.456  -0.251
N -1.589 2.172 0.050  -0.433
O -1.013 2.557 -0.956  0.093
O -2.310 2.886 0.755  0.063
I -3.760 -0.414 -0.132  0.376
H -0.698 -0.869 1.275  0.042
H 0.437 0.312 1.504  0.084



Record 3
Below is C14H28O8S3V as an isolated structure, with properties calculated with wB97M-V/def2-TZVPD.

LUMO energy (spin up / spin down) in eV: -2.271 / -2.349
Charge: 0
<S²>: 3.78
E_HOMO (spin up / spin down) in Eh: -0.325 / -0.329
Spin multiplicity: 4

Each line ends with the Löwdin spin population.
CARTESIAN COORDINATES (ANGSTROEM)
V -1.154 -3.279 -4.308  3.066
O -2.091 -1.603 -3.326  -0.051
C -1.064 -0.899 -2.690  0.004
C 0.155 -1.778 -2.293  0.006
O 0.805 -2.429 -3.346  -0.022
H -1.322 -0.245 -1.850  -0.002
H -0.833 -0.169 -3.477  -0.002
H -0.139 -2.561 -1.581  0.002
H 0.713 -1.135 -1.597  -0.001
C -0.995 -3.250 2.526  0.000
C -0.804 -3.243 0.991  0.000
C 0.494 -3.995 0.685  0.000
S 1.166 -4.850 2.258  0.000
O 2.281 -4.003 2.656  0.000
O 1.312 -6.246 1.956  0.000
C -0.354 -4.420 3.212  0.000
H -2.063 -3.076 2.667  0.000
H -0.615 -2.287 2.877  0.000
H -0.517 -2.246 0.665  0.000
H -1.629 -3.703 0.452  0.000
H 1.248 -3.353 0.233  0.000
H 0.409 -4.839 -0.001  0.000
H -0.017 -4.340 4.244  0.000
H -0.930 -5.340 3.093  0.000
C 1.278 2.990 -2.274  0.000
C 2.515 2.298 -1.664  0.000
C 3.771 3.144 -1.682  0.000
S 3.314 4.691 -2.596  0.000
O 4.389 5.174 -3.451  0.000
O 2.677 5.659 -1.720  0.000
C 1.863 3.852 -3.438  0.000
H 0.739 3.608 -1.558  0.000
H 0.612 2.201 -2.622  0.000
H 2.737 1.300 -2.039  0.000
H 2.259 2.158 -0.610  0.000
H 4.434 2.615 -2.368  0.000
H 4.327 3.384 -0.779  0.000
H 2.242 3.161 -4.191  0.000
H 1.197 4.599 -3.862  0.000
C -1.503 0.881 1.150  0.000
C -0.902 1.267 2.509  0.000
C -2.073 1.455 3.511  0.000
S -3.521 2.032 2.384  0.000
O -3.794 3.450 2.487  0.000
O -4.539 0.996 2.547  0.000
C -2.657 1.783 0.766  0.000
H -1.883 -0.142 1.127  0.000
H -0.785 0.945 0.330  0.000
H -0.420 2.246 2.471  0.000
H -0.145 0.568 2.859  0.000
H -2.075 2.196 4.307  0.000
H -2.333 0.483 3.928  0.000
H -2.359 2.767 0.400  0.000
H -3.420 1.528 0.032  0.000